Below is 3 unconnected molecules or ions with the total composition C14H37N8O4S at a distorted geometry, with properties calculated with the ωB97M-V functional and the def2-TZVPD basis.

Bonds (Å) are listed after each position.
Positions of all 64 atoms, in Å:
1 C 2.87639 -0.78318 -2.19905  C2 1.518, H20 1.095, H21 1.094, H22 1.094
2 C 2.76495 -1.10392 -0.71940  C1 1.518, O3 1.432, H23 1.092, H24 1.104
3 O 1.62913 -1.90273 -0.37137  C2 1.432, C4 1.406
4 C 0.41803 -1.46314 -0.93433  O3 1.406, C5 1.525, H25 1.103, H26 1.098
5 C -0.71003 -2.09619 -0.12757  C4 1.525, N6 1.475, H27 1.094, H28 1.087
6 N -1.16651 -1.19623 0.94876  C5 1.475, C7 1.315, H29 1.017
7 C -2.35169 -0.66768 1.16213  N6 1.315, N8 1.319, N12 1.399
8 N -2.54099 0.15442 2.17550  C7 1.319, C9 1.467, H30 1.014
9 C -1.49295 1.05004 2.67847  N8 1.467, C10 1.533, H31 1.098, H32 1.096
10 C -2.10149 2.41571 3.01728  C9 1.533, N11 1.453, H33 1.097, H34 1.097
11 N -1.12486 3.48749 3.10848  C10 1.453, H35 1.014, H36 1.013
12 N -3.46827 -0.93972 0.36465  C7 1.399, S13 1.732, C14 1.496
13 S -4.14433 -2.53211 0.44911  N12 1.732, H37 1.346
14 C -3.43772 -0.25705 -0.96588  N12 1.496, C15 1.534, H38 1.090, H39 1.097
15 C -3.47132 1.26959 -0.81512  C14 1.534, C16 1.539, H40 1.095, H41 1.096
16 C -2.09539 1.95546 -0.75005  C15 1.539, C17 1.542, H42 1.095, H43 1.096
17 C -1.72777 2.80133 -1.98614  C16 1.542, O18 1.409, H44 1.095, H45 1.101
18 O -1.28795 4.09469 -1.64109  C17 1.409, C19 1.416
19 C 0.07210 4.13069 -1.24929  O18 1.416, H46 1.090, H47 1.102, H48 1.099
20 H 2.66093 -1.67152 -2.80175  C1 1.095
21 H 2.19823 0.01770 -2.50893  C1 1.094
22 H 3.88669 -0.43872 -2.44100  C1 1.094
23 H 3.62386 -1.68559 -0.37944  C2 1.092
24 H 2.73624 -0.17535 -0.12279  C2 1.104
25 H 0.36249 -0.36261 -0.88695  C4 1.103
26 H 0.31743 -1.74100 -1.99179  C4 1.098
27 H -0.34757 -3.00734 0.35787  C5 1.094
28 H -1.56161 -2.36383 -0.74868  C5 1.087
29 H -0.42857 -0.92851 1.59494  N6 1.017
30 H -3.45497 0.58277 2.08143  N8 1.014
31 H -0.71772 1.15961 1.90931  C9 1.098
32 H -1.03214 0.61321 3.57131  C9 1.096
33 H -2.84418 2.67235 2.25183  C10 1.097
34 H -2.63433 2.33288 3.97284  C10 1.097
35 H -0.18228 3.15747 3.28414  N11 1.014
36 H -1.09625 4.04196 2.26147  N11 1.013
37 H -2.99755 -3.23706 0.47616  S13 1.346
38 H -4.31652 -0.62787 -1.49297  C14 1.090
39 H -2.55395 -0.56851 -1.53722  C14 1.097
40 H -4.05416 1.66973 -1.65071  C15 1.095
41 H -4.05145 1.50741 0.08328  C15 1.096
42 H -1.32324 1.19732 -0.58545  C16 1.095
43 H -2.04924 2.63887 0.10570  C16 1.096
44 H -2.60746 2.94741 -2.62131  C17 1.095
45 H -0.95765 2.29903 -2.59266  C17 1.101
46 H 0.29837 5.14852 -0.93054  C19 1.090
47 H 0.26823 3.44306 -0.41109  C19 1.102
48 H 0.73068 3.86242 -2.08683  C19 1.099
49 C -1.05966 -4.96914 2.54927  O50 1.227, N51 1.352, N52 1.370
50 O -0.82185 -4.70372 1.37544  C49 1.227
51 N -0.95866 -6.21637 3.06126  C49 1.352, H53 1.003, H54 1.004
52 N -1.46482 -3.97774 3.40358  C49 1.370, H55 1.002, H56 1.003
53 H -1.15154 -6.43604 4.02033  N51 1.003
54 H -0.66404 -6.94818 2.44006  N51 1.004
55 H -1.53591 -3.07331 2.97867  N52 1.002
56 H -1.72554 -4.08922 4.36541  N52 1.003
57 C 6.38766 1.16104 -3.02917  O58 1.221, N59 1.370, N60 1.363
58 O 5.27917 1.10537 -3.53719  C57 1.221
59 N 6.57781 1.10817 -1.67384  C57 1.370, H61 1.002, H62 1.002
60 N 7.52317 1.28038 -3.77388  C57 1.363, H63 1.003, H64 1.002
61 H 7.48151 1.15467 -1.24272  N59 1.002
62 H 5.76296 1.05119 -1.09373  N59 1.002
63 H 7.41544 1.32084 -4.77043  N60 1.003
64 H 8.44265 1.33076 -3.37831  N60 1.002

Computed properties:
HOMO-LUMO gap (eV): 9.2
Electronic energy (Eh): -1692.63110
Charge: +1
E_LUMO (hartree): -0.0979